The following is a quantum chemistry calculation of 10 unconnected molecules or ions with the total composition C58H128N8O9 in a non-equilibrium geometry, from the OMol25 dataset.

Values from the calculation:
Frontier orbital gap   0.2205 Eh
E   -92528.627 eV
Relative energy (zero: lowest compared OMol25 entry of this formula, charge and spin)   67.2 kcal/mol
F_max   6.0 eV/A
HOMO level   -13.47 eV
Net charge   +4
E_LUMO   -7.47 eV

Last column: Löwdin charge in e.
Atoms and positions in Å:
1 N 16.71709 25.14511 18.08200  -0.651
2 O 17.74216 25.08895 18.76272  -0.019
3 O 15.66548 24.97562 18.64199  -0.033
4 O 16.80607 25.29078 16.86619  -0.047
5 C 13.07940 26.62466 14.62367  -0.082
6 C 12.92982 25.15373 15.11062  -0.151
7 C 14.24758 24.15961 14.86534  -0.038
8 N 14.08526 22.70513 15.39371  -0.223
9 C 14.11077 22.61017 16.94179  0.060
10 C 15.20744 21.78300 14.78388  -0.106
11 C 14.64676 20.39505 14.67504  -0.130
12 C 13.08310 20.51035 14.67584  -0.087
13 C 12.87040 22.05722 14.83617  -0.129
14 H 13.76083 27.23449 15.21684  0.038
15 H 12.20039 27.24418 14.80157  0.079
16 H 13.50327 26.74302 13.62647  0.061
17 H 11.96815 24.74721 14.79754  0.100
18 H 12.76217 25.11948 16.18711  0.065
19 H 15.18527 24.63369 15.15530  0.105
20 H 14.38008 23.93401 13.80721  0.102
21 H 13.49269 23.42361 17.32180  0.082
22 H 15.16463 22.75667 17.17849  0.082
23 H 13.57995 21.71078 17.25392  0.114
24 H 16.13817 21.90871 15.33710  0.093
25 H 15.53481 22.14140 13.80793  0.123
26 H 14.97443 19.95905 15.61877  0.107
27 H 15.09139 19.75999 13.90881  0.132
28 H 12.49455 19.88641 15.34845  0.119
29 H 12.66251 20.30730 13.69096  0.115
30 H 12.03136 22.38463 15.45011  0.132
31 H 12.65403 22.44531 13.84085  0.136
32 C 19.98385 29.81290 9.55790  -0.072
33 C 18.72966 28.85759 9.25474  -0.177
34 C 18.02753 28.33531 10.55464  -0.093
35 N 16.78765 27.37068 10.23922  -0.200
36 C 15.68040 28.27110 9.52971  0.065
37 C 17.13565 26.08010 9.40945  -0.082
38 C 16.01673 25.10329 9.67464  -0.133
39 C 15.55657 25.42911 11.06165  -0.159
40 C 16.21001 26.72039 11.52043  -0.116
41 H 19.81957 30.64673 10.24042  0.066
42 H 20.33081 30.28492 8.63871  0.077
43 H 20.83202 29.23593 9.92642  0.070
44 H 19.05513 28.01102 8.65017  0.109
45 H 18.05788 29.51111 8.69822  0.099
46 H 17.60695 29.05678 11.25513  0.107
47 H 18.71726 27.74865 11.16143  0.116
48 H 14.72295 27.78372 9.71367  0.098
49 H 15.94649 28.26696 8.47269  0.103
50 H 15.69652 29.24151 10.02584  0.099
51 H 17.19341 26.36010 8.35761  0.128
52 H 18.15815 25.79862 9.66118  0.136
53 H 15.21404 25.14575 8.93844  0.128
54 H 16.53235 24.15068 9.55307  0.137
55 H 14.48986 25.63190 11.15707  0.107
56 H 15.64153 24.65297 11.82223  0.103
57 H 15.59720 27.47845 12.00818  0.116
58 H 17.12004 26.64334 12.11542  0.087
59 C 21.00780 26.73319 22.31505  -0.062
60 C 20.99589 27.58349 23.62095  -0.191
61 C 20.50717 29.06441 23.44442  -0.072
62 N 20.73700 30.01958 24.69121  -0.233
63 C 22.01131 29.78880 25.48588  0.034
64 C 19.58420 29.89375 25.66289  -0.140
65 C 19.34644 31.20758 26.44764  -0.137
66 C 19.82471 32.29455 25.45242  -0.109
67 C 20.49103 31.46748 24.32403  -0.098
68 H 21.53087 25.80583 22.54848  0.087
69 H 21.56847 27.22100 21.51769  0.061
70 H 20.01678 26.49792 21.92694  0.053
71 H 22.02372 27.70466 23.96299  0.100
72 H 20.45132 27.11208 24.43906  0.111
73 H 19.52822 29.23671 22.99712  0.108
74 H 21.34439 29.49431 22.89456  0.127
75 H 21.97368 30.35935 26.41387  0.113
76 H 22.90909 30.08684 24.94434  0.120
77 H 22.12696 28.80886 25.94897  0.114
78 H 19.69272 29.08956 26.39063  0.136
79 H 18.67785 29.62414 25.12074  0.126
80 H 19.92354 31.07249 27.36241  0.113
81 H 18.32585 31.38261 26.78803  0.124
82 H 20.46886 32.97365 26.01098  0.124
83 H 18.92080 32.84219 25.18571  0.119
84 H 21.50544 31.81380 24.12624  0.133
85 H 19.93281 31.52888 23.38983  0.130
86 C 11.77604 23.83079 20.62044  -0.073
87 C 13.33420 23.86604 20.79567  -0.192
88 C 13.83109 23.62082 22.28928  -0.079
89 N 15.35164 23.64862 22.46527  -0.222
90 C 16.11482 22.65583 21.56194  0.057
91 C 15.79108 23.36454 23.94626  -0.070
92 C 17.16482 23.98887 24.04990  -0.123
93 C 17.19488 25.08602 22.95591  -0.158
94 C 15.85545 25.10451 22.21317  -0.104
95 H 11.44762 24.53156 19.85288  0.057
96 H 11.22508 24.10733 21.51937  0.078
97 H 11.54495 22.78350 20.42581  0.080
98 H 13.71595 24.83798 20.48310  0.066
99 H 13.74656 23.15431 20.08047  0.083
100 H 13.52438 22.68731 22.76107  0.138
101 H 13.60355 24.37533 23.04229  0.123
102 H 15.73944 22.82642 20.55293  0.074
103 H 15.94990 21.61399 21.83668  0.122
104 H 17.17841 22.85885 21.43686  0.096
105 H 15.87061 22.27923 24.00854  0.132
106 H 15.09040 23.62286 24.74025  0.138
107 H 17.92418 23.22186 23.89772  0.110
108 H 17.41935 24.48927 24.98420  0.124
109 H 17.98059 24.81472 22.25081  0.107
110 H 17.40895 26.04645 23.42478  0.102
111 H 15.85337 25.29063 21.13918  0.089
112 H 15.14622 25.81092 22.64456  0.125
113 C 17.29159 27.84583 21.25742  -0.074
114 C 16.44638 28.36440 20.07364  -0.191
115 C 14.94726 28.42982 20.48668  -0.082
116 N 13.97003 29.06939 19.45335  -0.208
117 C 14.42486 30.52995 19.17462  0.049
118 C 13.77502 28.27529 18.17676  -0.103
119 C 12.46927 27.60690 18.35531  -0.137
120 C 11.87646 27.81387 19.76683  -0.152
121 C 12.50805 29.06076 20.10250  -0.103
122 H 16.80672 27.98448 22.22374  0.080
123 H 18.29047 28.27424 21.33993  0.061
124 H 17.46510 26.78198 21.09545  0.050
125 H 16.77512 27.86987 19.15961  0.083
126 H 16.71970 29.37530 19.77118  0.086
127 H 14.85067 28.96458 21.43156  0.135
128 H 14.47143 27.45776 20.61622  0.117
129 H 14.58385 31.02466 20.13279  0.114
130 H 13.57693 30.96820 18.64825  0.110
131 H 15.36636 30.52104 18.62544  0.082
132 H 13.83176 28.99346 17.35876  0.129
133 H 14.62134 27.58840 18.17935  0.118
134 H 11.83662 28.14364 17.64837  0.131
135 H 12.43467 26.53403 18.16595  0.110
136 H 10.79261 27.92709 19.79053  0.148
137 H 12.11226 27.04087 20.49824  0.111
138 H 11.98465 29.88275 19.61416  0.141
139 H 12.53094 29.27994 21.16999  0.146
140 C 22.41492 23.57553 17.95284  -0.071
141 C 21.00739 22.95108 18.12397  -0.230
142 C 20.48367 22.40115 16.78421  -0.075
143 N 19.32883 21.37476 16.89639  -0.197
144 C 18.11949 22.05301 17.62251  0.026
145 C 19.79049 20.06718 17.65690  -0.058
146 C 20.17002 19.17357 16.50740  -0.146
147 C 19.77519 19.76401 15.09652  -0.106
148 C 18.78321 20.86459 15.51742  -0.087
149 H 22.37130 24.42112 17.26642  0.069
150 H 23.17987 22.87731 17.61311  0.088
151 H 22.83278 23.97699 18.87606  0.078
152 H 20.28157 23.64604 18.54623  0.089
153 H 21.17005 22.12032 18.81061  0.094
154 H 21.33453 22.10739 16.16953  0.143
155 H 19.89708 23.12021 16.21240  0.115
156 H 17.38670 21.25278 17.72627  0.092
157 H 17.65582 22.85327 17.04572  0.075
158 H 18.49750 22.24099 18.62744  0.083
159 H 18.99794 19.61080 18.24994  0.139
160 H 20.74228 20.28508 18.14137  0.125
161 H 19.61199 18.26310 16.72590  0.117
162 H 21.22717 18.92325 16.59613  0.121
163 H 19.28195 19.04570 14.44165  0.116
164 H 20.65247 20.05648 14.51951  0.114
165 H 17.83142 20.36862 15.70773  0.114
166 H 18.61509 21.70392 14.84262  0.107
167 C 20.90297 27.19682 18.76724  -0.073
168 C 20.57489 27.90041 17.42235  -0.201
169 C 19.18544 27.49338 16.88105  -0.086
170 N 18.70359 28.52421 15.81356  -0.199
171 C 19.74613 28.90781 14.71358  0.077
172 C 18.22129 29.81398 16.59040  -0.071
173 C 17.33177 30.61723 15.66681  -0.151
174 C 16.70434 29.56519 14.83961  -0.157
175 C 17.44780 28.20730 15.06336  -0.100
176 H 20.79649 26.11590 18.67567  0.072
177 H 20.25114 27.51272 19.58174  0.049
178 H 21.88250 27.49652 19.13979  0.085
179 H 21.39143 27.62863 16.75340  0.114
180 H 20.75211 28.96709 17.55980  0.104
181 H 18.52390 27.48948 17.74734  0.091
182 H 18.99473 26.47115 16.55426  0.103
183 H 20.59193 29.27250 15.29643  0.093
184 H 19.38151 29.70452 14.06520  0.109
185 H 20.03702 27.98904 14.20432  0.116
186 H 19.13885 30.32377 16.88418  0.128
187 H 17.81502 29.40368 17.51489  0.108
188 H 17.86456 31.31180 15.01734  0.129
189 H 16.61378 31.19311 16.25073  0.120
190 H 16.75157 29.79691 13.77557  0.104
191 H 15.62311 29.46970 14.93916  0.108
192 H 17.73325 27.55915 14.23479  0.114
193 H 16.86798 27.58581 15.74575  0.110
194 O 21.19253 23.46147 21.10964  0.080
195 C 20.34976 22.65911 21.71361  -0.873
196 O 19.66662 21.89037 20.96058  -0.094
197 O 20.27046 22.59235 22.95804  -0.030
198 H 20.84876 23.22981 20.24376  0.027
199 O 18.99068 25.23018 14.45750  0.051
200 C 18.50768 24.50731 13.43129  -0.871
201 O 17.71540 23.59301 13.62960  -0.030
202 O 18.74809 24.87558 12.26434  -0.032
203 H 18.44420 24.87609 15.16290  0.051